(1)
{"formula": "C30H38HgN3O21S3", "method": "ωB97M-V/def2-TZVPD", "symbols": ["Hg", "C", "C", "O", "H", "H", "H", "H", "H", "C", "C", "O", "S", "O", "O", "O", "H", "H", "H", "H", "C", "C", "O", "S", "O", "O", "O", "H", "H", "H", "H", "C", "C", "O", "S", "O", "O", "O", "H", "H", "H", "H", "C", "C", "C", "C", "C", "C", "N", "O", "O", "H", "H", "H", "H", "H", "C", "C", "C", "C", "C", "C", "N", "O", "O", "H", "H", "H", "H", "H", "C", "C", "C", "C", "C", "C", "N", "O", "O", "H", "H", "H", "H", "H", "O", "C", "O", "C", "C", "C", "H", "H", "H", "H", "H", "H"], "coordinates": [[-0.28188, -2.29338, 4.67434], [-0.56366, 0.23099, 0.60991], [-1.20158, -0.34012, 1.92729], [-0.53628, -1.36730, 2.59667], [0.00182, -0.56150, 0.11971], [0.12449, 1.04012, 0.85459], [-1.29970, 0.61875, -0.09436], [-2.17933, -0.71451, 1.62412], [-1.48673, 0.41492, 2.65989], [4.02929, 1.81114, 2.35078], [4.84627, 0.61926, 1.87368], [4.89514, 0.75606, 0.49864], [3.69011, 1.73033, -0.21789], [2.38172, 1.08361, -0.31079], [4.10586, 2.63255, -1.34658], [3.66228, 2.61067, 1.18730], [4.70015, 2.46500, 2.90802], [3.11673, 1.60692, 2.91081], [4.36039, -0.25173, 2.31345], [5.86395, 0.46912, 2.23409], [-0.74745, 3.43465, 2.85336], [0.80007, 3.15273, 2.90412], [1.23159, 3.79783, 4.04294], [0.49167, 5.22941, 4.20675], [1.15936, 6.28140, 3.42520], [0.27001, 5.47876, 5.62902], [-0.80977, 4.77534, 3.31668], [-1.21324, 2.85405, 3.64963], [-1.04614, 3.29129, 1.81494], [1.19329, 3.66945, 2.02863], [1.10861, 2.10732, 2.90902], [-4.76916, 0.75939, 0.98808], [-5.26480, -0.71889, 0.89338], [-6.45974, -0.68965, 1.49274], [-7.30117, 0.73504, 1.31805], [-8.02524, 1.09321, 2.52308], [-7.95822, 0.84599, 0.01898], [-5.84173, 1.59541, 1.21812], [-4.05384, 1.00446, 0.20300], [-4.23293, 0.72699, 1.93650], [-4.69809, -1.52607, 1.35749], [-5.41900, -0.86451, -0.17579], [-0.02487, -1.66369, -2.93899], [-0.36385, -0.89077, -4.05097], [0.17763, -1.31828, -5.30355], [1.00252, -2.50753, -5.35048], [1.30856, -3.25704, -4.16987], [0.66967, -2.87862, -3.01146], [1.44825, -3.08058, -6.64363], [1.00685, -2.68211, -7.75730], [2.40594, -3.93798, -6.64613], [-0.26787, -1.33819, -1.93829], [-0.98596, -0.01210, -3.96550], [-0.09624, -0.75954, -6.18628], [1.84208, -4.18197, -4.33192], [0.79631, -3.42083, -2.08606], [-1.83552, 3.90551, -0.84827], [-1.80350, 5.21653, -0.40341], [-0.62939, 5.96494, -0.19489], [0.59023, 5.30193, -0.48341], [0.60225, 4.01802, -1.03618], [-0.59610, 3.33277, -1.20824], [1.88947, 5.99751, -0.23655], [1.81387, 7.20809, -0.14046], [2.95463, 5.35519, -0.18845], [-2.75080, 3.39731, -1.11362], [-2.78987, 5.64278, -0.29483], [-0.64736, 6.95091, 0.24550], [1.54558, 3.55976, -1.29411], [-0.63889, 2.31497, -1.56691], [2.15937, -3.25086, 1.01514], [2.75395, -2.10773, 0.51911], [3.69644, -2.16855, -0.50076], [3.97866, -3.43080, -1.16496], [3.30776, -4.56281, -0.63857], [2.47503, -4.49417, 0.47843], [4.89560, -3.57595, -2.33153], [5.01194, -4.55821, -3.06697], [5.59877, -2.61395, -2.47105], [1.61204, -3.17901, 1.94341], [2.55417, -1.12309, 0.91532], [4.17252, -1.30854, -0.94811], [3.57511, -5.50334, -1.09718], [1.94689, -5.33995, 0.89332], [-3.53715, -5.96372, 1.60624], [-3.14244, -5.12576, 0.83011], [-3.84571, -4.81056, -0.24151], [-3.31054, -3.64303, -0.86692], [-1.97403, -3.49938, -0.26283], [-1.96021, -4.24314, 1.02586], [-4.07894, -2.89388, -0.67603], [-3.02961, -3.74093, -1.91553], [-1.71964, -2.45178, -0.10182], [-1.16773, -3.91468, -0.86739], [-2.20608, -3.57564, 1.85175], [-1.03298, -4.75225, 1.28882]], "forces_ev_per_angstrom": [[-0.223, 0.403, -0.109], [0.641, -0.336, 1.538], [-1.454, 0.042, -0.057], [1.165, -0.365, -1.126], [0.058, 0.023, -0.007], [0.148, -0.061, -0.220], [-0.273, -0.114, 0.276], [-0.437, -0.348, -0.153], [0.335, 0.681, -0.093], [0.682, 1.910, -0.091], [-0.940, -0.373, 1.300], [-0.804, -0.287, -3.870], [-0.079, 2.825, 1.107], [2.340, 0.166, -0.139], [-0.591, -3.621, 3.791], [-0.041, -0.690, -1.134], [-0.432, 0.148, 0.277], [0.293, -0.341, -0.064], [-0.420, -0.643, -1.006], [0.173, 0.973, -0.112], [2.212, -0.982, 1.180], [-1.505, 0.184, -1.870], [0.483, 1.165, 1.898], [0.977, 2.023, -0.182], [-1.329, -2.371, 1.505], [-0.084, -0.992, -2.937], [0.188, 1.198, 0.560], [-0.539, -0.469, -0.622], [-0.672, 0.363, 0.320], [0.436, -0.237, -0.213], [-0.280, 0.116, 0.173], [2.171, -2.083, 2.201], [1.189, 1.399, -2.807], [-4.878, 0.737, 2.102], [0.660, 0.890, -0.826], [1.652, -1.012, -2.006], [1.281, -0.648, 2.362], [-2.648, 0.096, -0.415], [-0.619, 0.445, -0.288], [0.610, 0.536, 0.045], [0.431, 0.460, -0.076], [0.180, -0.810, -0.262], [-0.248, -0.037, 0.034], [1.700, -1.540, -0.892], [0.214, -1.338, 0.893], [-1.168, 0.924, 0.901], [-1.308, 0.373, -2.208], [0.617, 1.004, 0.241], [2.875, -1.103, -3.412], [0.130, -0.353, 3.462], [-3.051, 2.341, 1.036], [-0.496, 0.078, 0.005], [0.131, 0.071, -0.102], [0.257, -0.254, -0.261], [0.228, 0.018, 0.337], [0.211, -0.186, 0.001], [2.177, 0.309, -0.948], [-0.551, 0.478, 0.013], [0.589, -1.599, -0.076], [-0.842, -0.058, 0.034], [-0.073, 0.130, 0.435], [-0.887, -0.002, 0.530], [1.037, 0.068, -0.264], [0.108, -0.516, 0.116], [-2.136, 0.597, -0.060], [-0.147, 0.022, 0.345], [0.117, 0.575, 0.445], [0.046, 0.029, -0.190], [0.064, 0.012, -0.017], [0.492, -0.030, -0.271], [0.716, -0.315, 0.488], [0.945, 0.426, -0.642], [0.545, -1.796, -2.337], [-2.451, -0.315, 2.316], [1.264, 0.248, -0.776], [-0.481, 0.805, -0.489], [0.688, -0.303, -0.303], [-1.431, 0.286, 1.580], [0.639, 1.381, -0.116], [-0.548, -0.010, -0.163], [-0.220, -0.045, 0.183], [-0.032, 0.220, 0.352], [-0.258, -0.258, -0.026], [0.386, -0.391, -0.154], [0.362, 0.176, -0.499], [-0.619, -1.857, 2.480], [-0.452, -0.201, -1.499], [-0.246, -0.386, -0.492], [2.646, 1.824, 0.704], [-0.323, 0.432, 0.471], [0.493, 0.466, -0.257], [-1.379, -0.397, -0.352], [0.137, 0.140, -0.134], [-0.292, 0.048, -0.495], [-0.001, -0.056, 0.254], [-0.235, -0.135, -0.168]], "lowdin_spin": [0.42, 0.02, 0.03, 0.49, 0.00, 0.00, 0.00, 0.00, 0.01, 0.00, 0.00, 0.00, 0.00, 0.00, 0.00, 0.00, 0.00, 0.00, 0.00, 0.00, 0.00, 0.00, 0.00, 0.00, 0.00, 0.00, 0.00, 0.00, 0.00, 0.00, 0.00, 0.00, 0.00, 0.00, 0.00, 0.00, 0.00, 0.00, 0.00, 0.00, 0.00, 0.00, 0.00, 0.00, 0.00, 0.00, 0.00, 0.00, 0.00, 0.00, 0.00, 0.00, 0.00, 0.00, 0.00, 0.00, 0.00, 0.00, 0.00, 0.00, 0.00, 0.00, 0.00, 0.00, 0.00, 0.00, 0.00, 0.00, 0.00, 0.00, 0.00, 0.00, 0.00, 0.00, 0.00, 0.00, 0.00, 0.00, 0.00, 0.01, 0.00, 0.00, 0.00, 0.00, 0.00, 0.00, 0.00, 0.00, 0.00, 0.00, 0.00, 0.00, 0.00, 0.00, 0.00, 0.00], "charge": 0, "homo_energy_ev": [-10.31, -10.29], "energy_ev": -115856.7888, "largest_force_ha_per_bohr": 0.1043, "molar_mass_da": 1073.425, "orbital_gap_ev": [9.10, 6.68], "e_above_lowest_kcal_mol": 0.0, "lumo_energy_ev": [-1.210, -3.609], "spin_multiplicity": 2}



(2)
{"formula": "C3H6N3S", "method": "ωB97M-V/def2-TZVPD", "symbols": ["C", "C", "C", "N", "N", "N", "S", "H", "H", "H", "H", "H", "H"], "coordinates": [[-0.92585, -1.71573, 0.27207], [0.55289, 0.09620, 0.05536], [1.53785, 1.02758, 0.60103], [-1.67304, -1.09764, -0.52629], [-1.47418, 0.11068, -0.88838], [0.24079, -1.02317, 0.64951], [-1.34295, 0.90731, -2.26647], [-1.07837, -2.72259, 0.62893], [0.87130, 1.93368, 0.83955], [2.35938, 1.34664, -0.18808], [1.95377, 0.59810, 1.40969], [0.85755, -1.43246, 1.27472], [-1.87914, 1.97140, -1.86165]], "forces_ev_per_angstrom": [[0.307, -0.110, 0.154], [-2.577, -0.780, 0.011], [-0.850, 2.638, -4.227], [-0.849, -0.054, -1.770], [2.684, 0.055, 3.412], [-0.259, 1.871, -2.014], [0.527, -2.388, -2.957], [-0.286, 0.140, 0.035], [1.294, -0.995, -0.136], [-1.848, -0.546, 1.563], [1.781, -0.927, 3.102], [1.290, -1.198, 1.731], [-1.214, 2.294, 1.095]], "nbo_charge": [0.19, 0.40, -0.73, -0.11, -0.30, -0.54, 0.50, 0.25, 0.30, 0.29, 0.22, 0.43, 0.11], "charge": 1, "homo_energy_ev": [-13.50, -13.51], "energy_ev": -18501.7926, "largest_force_ha_per_bohr": 0.0983, "molar_mass_da": 116.169, "orbital_gap_ev": [8.06, 8.07], "e_above_lowest_kcal_mol": 114.6, "lumo_energy_ev": [-5.438, -5.437], "spin_multiplicity": 1}



(3)
{"formula": "C3H2N2OS", "method": "ωB97M-V/def2-TZVPD", "symbols": ["C", "C", "C", "H", "H", "N", "N", "O", "S"], "coordinates": [[-1.67869, 0.57535, 0.05549], [-0.21933, 0.05085, 0.10739], [1.57261, -0.86586, -0.08886], [-1.82218, 1.61077, 0.47132], [2.39838, -1.45407, -0.37453], [0.30990, -1.10011, 0.17456], [1.84219, 0.44635, -0.14155], [0.72184, 0.98520, -0.08024], [-3.12472, -0.24849, -0.12358]], "forces_ev_per_angstrom": [[-0.932, -0.870, 1.714], [-3.279, 2.013, -0.356], [2.671, 2.449, 0.153], [0.716, -0.822, -0.917], [0.373, -1.445, 0.444], [-1.599, -2.523, -0.636], [4.145, -3.445, -1.145], [-4.861, 3.759, 0.830], [2.766, 0.883, -0.086]], "nbo_charge": [-0.33, 0.40, 0.10, 0.23, 0.21, -0.43, -0.10, -0.22, 0.14], "charge": 0, "homo_energy_ev": -9.51, "energy_ev": -19003.0472, "largest_force_ha_per_bohr": 0.1206, "molar_mass_da": 114.129, "orbital_gap_ev": 7.91, "e_above_lowest_kcal_mol": 57.8, "lumo_energy_ev": -1.603, "spin_multiplicity": 1}



(4)
{"formula": "C14H34BClN6OSSi2", "method": "ωB97M-V/def2-TZVPD", "symbols": ["C", "C", "C", "N", "B", "N", "O", "C", "N", "N", "C", "S", "N", "C", "Cl", "C", "C", "H", "H", "H", "H", "H", "H", "H", "H", "H", "H", "H", "H", "H", "H", "H", "H", "C", "Si", "C", "C", "N", "Si", "C", "C", "C", "H", "H", "H", "H", "H", "H", "H", "H", "H", "H", "H", "H", "H", "H", "H", "H", "H", "H"], "coordinates": [[-0.09649, 5.09865, 2.35945], [-0.47154, 3.74594, 2.30170], [-0.37929, 3.02882, 0.89169], [-1.45351, 2.02934, 0.60950], [-1.35326, 0.79197, 1.45348], [-1.98848, 0.58134, 2.78434], [-0.60734, -0.32153, 0.91156], [-2.78059, 2.60804, 0.60419], [-3.42924, 2.76972, -0.72633], [-2.65862, 1.98020, -1.63930], [-3.28528, 0.86274, -1.79548], [-3.91339, -0.65512, -1.75312], [-3.46518, 3.00004, 1.65653], [-4.83365, 3.56509, 1.65673], [-4.97102, 5.15243, 0.72302], [-5.96741, 2.49676, 1.22930], [-6.50751, 1.85099, 2.61803], [0.07797, 5.66045, 1.39750], [-0.01819, 5.67090, 3.32947], [-0.85147, 3.28441, 3.25980], [-0.26461, 3.80377, 0.06433], [0.60663, 2.44304, 0.89122], [-1.35771, 0.89701, 3.53263], [-2.05722, -0.44441, 2.90306], [0.35023, -0.11403, 0.88485], [-3.19543, 3.74360, -1.01203], [-3.01658, 2.87868, 2.58050], [-5.08969, 3.84320, 2.73467], [-5.54814, 1.62473, 0.64080], [-6.86824, 2.98846, 0.75489], [-6.75129, 0.75126, 2.52337], [-5.72221, 1.92868, 3.45124], [-7.40735, 2.43604, 3.01657], [1.61225, -0.65543, -3.01833], [2.44534, -1.91053, -1.87118], [1.10302, -3.11686, -1.33579], [3.02742, -0.94728, -0.35846], [3.73228, -2.67078, -2.71674], [4.71337, -3.87378, -1.96900], [3.73794, -5.39633, -1.44629], [5.65918, -3.22614, -0.47533], [6.01116, -4.46594, -3.21193], [0.78493, -0.15270, -2.49865], [2.32756, 0.10754, -3.33994], [1.20681, -1.15062, -3.90394], [0.21633, -2.57025, -0.99064], [1.43279, -3.75057, -0.51032], [0.80076, -3.75503, -2.16920], [3.86502, -0.29407, -0.61228], [3.33228, -1.61061, 0.45277], [2.21207, -0.31582, 0.02704], [3.10580, -5.19546, -0.57848], [4.42095, -6.20702, -1.16701], [3.10761, -5.75371, -2.26381], [6.17322, -2.29261, -0.71571], [6.41546, -3.95518, -0.16111], [5.00148, -3.05535, 0.37943], [6.64889, -3.63613, -3.52895], [5.53302, -4.89661, -4.09564], [6.64815, -5.23400, -2.75870]], "forces_ev_per_angstrom": [[-1.050, -2.283, -0.106], [0.559, 3.439, -0.627], [1.471, 0.363, 0.875], [-2.531, 0.800, 1.766], [1.556, -2.726, -0.237], [0.311, -0.175, -0.955], [-0.774, 2.555, 1.275], [0.343, 0.361, -1.411], [2.215, 1.070, 2.353], [-2.625, -3.826, -1.373], [0.725, -1.032, 0.861], [1.609, 3.972, -0.390], [0.435, -0.132, -0.486], [-1.923, -0.091, 0.386], [0.429, -1.182, 0.550], [-0.066, -0.696, 1.701], [0.258, 0.437, 0.517], [0.124, -0.691, 1.248], [-0.209, -0.805, -1.279], [0.809, 0.016, -1.281], [-0.393, -1.009, 1.048], [-1.406, 0.653, -0.178], [-0.453, 0.037, -0.293], [0.108, 0.745, 0.087], [-0.390, -0.499, -0.578], [-0.811, -0.419, 0.353], [-0.264, -0.033, -0.804], [0.750, -0.230, -1.608], [-0.444, 1.478, 0.262], [1.501, -0.477, 0.144], [0.093, 1.375, -0.037], [-0.918, -0.226, -1.229], [1.160, -0.942, -0.693], [-0.237, 0.195, 0.350], [2.054, -1.293, -2.057], [-0.522, 0.325, 0.409], [-0.402, 0.271, 0.446], [-0.485, -0.189, 1.700], [-1.159, 1.697, -1.602], [0.300, -0.414, 0.315], [0.339, -0.399, 0.308], [0.087, -0.183, 0.286], [-0.063, 0.084, -0.089], [-0.020, -0.089, -0.018], [0.073, -0.006, 0.025], [-0.137, -0.067, 0.046], [0.011, -0.049, -0.051], [0.118, 0.023, 0.011], [-0.026, -0.056, -0.014], [0.046, 0.012, -0.022], [-0.047, 0.199, 0.117], [-0.042, -0.005, -0.037], [-0.056, -0.087, 0.017], [-0.001, 0.084, 0.014], [-0.079, -0.001, -0.029], [0.048, 0.047, 0.083], [0.003, 0.047, 0.008], [-0.070, -0.023, -0.011], [0.001, 0.066, 0.026], [0.067, -0.016, -0.096]], "nbo_charge": [-0.35, -0.28, -0.25, -0.76, 1.23, -1.18, -0.91, 0.78, -0.47, -0.37, 0.25, 0.17, -0.53, -0.03, -0.03, -0.43, -0.63, 0.21, 0.22, 0.21, 0.24, 0.26, 0.41, 0.42, 0.52, 0.42, 0.47, 0.25, 0.24, 0.25, 0.24, 0.20, 0.23, -1.12, 1.81, -1.14, -1.12, -1.71, 1.82, -1.14, -1.14, -1.11, 0.18, 0.22, 0.23, 0.20, 0.22, 0.23, 0.24, 0.23, 0.15, 0.21, 0.21, 0.23, 0.23, 0.21, 0.21, 0.22, 0.22, 0.20], "charge": 0, "homo_energy_ev": -4.90, "energy_ev": -65843.7811, "largest_force_ha_per_bohr": 0.0941, "molar_mass_da": 436.971, "orbital_gap_ev": 2.31, "lumo_energy_ev": -2.586, "spin_multiplicity": 1}



Copy entry 3 word for word.
{"formula": "C3H2N2OS", "method": "ωB97M-V/def2-TZVPD", "symbols": ["C", "C", "C", "H", "H", "N", "N", "O", "S"], "coordinates": [[-1.67869, 0.57535, 0.05549], [-0.21933, 0.05085, 0.10739], [1.57261, -0.86586, -0.08886], [-1.82218, 1.61077, 0.47132], [2.39838, -1.45407, -0.37453], [0.30990, -1.10011, 0.17456], [1.84219, 0.44635, -0.14155], [0.72184, 0.98520, -0.08024], [-3.12472, -0.24849, -0.12358]], "forces_ev_per_angstrom": [[-0.932, -0.870, 1.714], [-3.279, 2.013, -0.356], [2.671, 2.449, 0.153], [0.716, -0.822, -0.917], [0.373, -1.445, 0.444], [-1.599, -2.523, -0.636], [4.145, -3.445, -1.145], [-4.861, 3.759, 0.830], [2.766, 0.883, -0.086]], "nbo_charge": [-0.33, 0.40, 0.10, 0.23, 0.21, -0.43, -0.10, -0.22, 0.14], "charge": 0, "homo_energy_ev": -9.51, "energy_ev": -19003.0472, "largest_force_ha_per_bohr": 0.1206, "molar_mass_da": 114.129, "orbital_gap_ev": 7.91, "e_above_lowest_kcal_mol": 57.8, "lumo_energy_ev": -1.603, "spin_multiplicity": 1}